Molecular formula: C9H9NS
Method: DFT, wB97M-V/def2-TZVPD

**SMILES**: C#Cc1cccs1.CC#CN
**LUMO**: 0.552 eV
**Max |F|**: 4.66 eV Å⁻¹
**E_HOMO**: -8.141 eV

```
20
Properties=species:S:1:pos:R:3:forces:R:3
C -0.26789 -2.07736 1.46218 0.3 -0.9 -1.1
C -0.03099 -0.93268 1.12698 -0.3 -1.8 2.4
C 0.37558 0.40212 1.16623 0.7 0.1 -0.3
C 1.67145 0.82348 0.99114 -1.0 1.5 0.1
C 1.71677 2.26401 0.83008 -3.5 -2.9 0.9
C 0.45420 2.81819 0.94146 1.7 0.5 -0.3
S -0.72656 1.69411 1.28755 -0.5 -0.5 -0.1
H -0.37614 -3.17495 1.35194 -0.1 1.5 0.4
H 2.49874 0.13675 1.03496 0.2 0.0 -0.3
H 2.60096 2.69791 0.66220 2.9 2.2 -0.7
H 0.14562 3.83266 0.78052 0.2 0.3 0.2
C 0.47413 -1.93095 -1.68926 1.5 -1.9 -0.5
C -0.61597 -1.07784 -1.43926 -1.4 1.4 0.0
C -1.56794 -0.39692 -1.18198 -1.6 0.2 -0.1
N -2.76968 0.18024 -0.76466 2.4 -1.1 2.7
H 1.36174 -1.69748 -1.03867 -0.7 -0.3 -0.9
H 0.15538 -2.98269 -1.52781 0.3 0.4 0.4
H 0.69426 -1.97994 -2.76740 0.5 0.5 0.3
H -3.18197 0.77205 -1.41603 -0.7 1.3 -1.1
H -2.61170 0.62929 0.18985 -0.7 -0.6 -2.0
```
Positions in Å, forces in eV/Å.